DFT (ωB97M-V/def2-TZVPD) results for C3H7NOS as an isolated structure.

Structure (ORCA input):
```
! RIJCOSX wB97M-V def2-TZVPD def2/J DEFGRID3
* xyz 0 1
C -0.31 0.28 -0.38
C 0.19 1.21 -1.39
C 1.31 -0.59 1.21
N 0.04 -0.39 0.58
O -2.54 -1.47 0.27
S -2.63 -0.04 -0.53
H -0.61 1.68 -1.95
H 0.80 1.97 -0.90
H 0.83 0.65 -2.08
H 1.94 -1.23 0.59
H 1.83 0.36 1.37
H 1.14 -1.08 2.17
H -1.98 -1.34 1.05
*
```

## Properties
Energy above the lowest of the compared OMol25 structures with the same formula, charge and spin: 301.99 kJ/mol
E_HOMO: -7.85 eV

=====

DFT (ωB97M-V/def2-TZVPD) results for a 2-piece molecular cluster, C3H7NOS overall.

Structure (ORCA input):
```
! RIJCOSX wB97M-V def2-TZVPD def2/J DEFGRID3
* xyz 0 1
C -0.41 1.82 -0.10
C -0.69 1.47 -1.29
C 0.51 2.39 -1.09
H -0.71 2.02 0.84
H -1.21 1.07 -2.16
H 0.38 3.49 -1.30
H 1.53 2.06 -1.25
N -1.38 -1.95 0.68
S -0.17 -2.97 1.11
O 0.82 -2.33 2.21
H -1.41 -1.41 -0.13
H -2.08 -1.74 1.32
H 1.48 -1.62 1.83
*
```

## Properties
Energy above the lowest of the compared OMol25 structures with the same formula, charge and spin: 457.18 kJ/mol
E_HOMO: -8.45 eV
SMILES: C1=CC1.NSO

=====

DFT (ωB97M-V/def2-TZVPD) results for one molecule with the formula C3H7NOS.

Structure (ORCA input):
```
! RIJCOSX wB97M-V def2-TZVPD def2/J DEFGRID3
* xyz 0 1
N -1.08 -1.35 -0.06
C -0.45 -0.07 0.18
C -0.56 0.76 -1.10
O -1.34 1.68 -1.21
C 0.96 -0.25 0.71
S 2.18 1.04 0.28
H -0.70 -1.92 -0.80
H -2.09 -1.29 -0.08
H -1.06 0.50 0.85
H -0.01 0.40 -1.99
H 0.93 -0.34 1.79
H 1.46 -1.16 0.32
H 1.75 2.00 1.11
*
```

## Properties
Energy above the lowest of the compared OMol25 structures with the same formula, charge and spin: 122.24 kJ/mol
E_HOMO: -9.14 eV
SMILES: N[C@H](C=O)CS

=====

DFT (ωB97M-V/def2-TZVPD) results for a 2-piece molecular cluster, C3H7NOS overall.

Structure (ORCA input):
```
! RIJCOSX wB97M-V def2-TZVPD def2/J DEFGRID3
* xyz 0 3
C -0.66 -0.68 0.57
C -1.31 0.13 -0.57
C 0.11 -0.18 -0.56
N 0.65 1.95 0.86
O 2.69 -1.40 -0.21
S 1.20 1.27 -0.53
H -0.40 -0.02 1.33
H -0.89 -1.63 0.84
H -2.02 -0.42 -1.19
H -1.74 1.14 -0.36
H 0.67 -0.89 -1.10
H 1.01 2.88 0.94
H 2.35 -2.23 -0.28
*
```

## Properties
Energy above the lowest of the compared OMol25 structures with the same formula, charge and spin: 217.71 kJ/mol
E_HOMO (alpha / beta): -7.84 / -9.84 eV

=====

DFT (ωB97M-V/def2-TZVPD) results for a 2-piece molecular cluster, C3H7NOS overall.

Structure (ORCA input):
```
! RIJCOSX wB97M-V def2-TZVPD def2/J DEFGRID3
* xyz 0 3
C 0.34 -0.79 2.01
C 1.59 -0.24 1.23
C 0.29 0.43 1.52
N -1.28 -0.53 -1.07
O -1.19 1.40 -2.94
S -0.41 0.85 -1.47
H -0.97 -1.35 -1.44
H 0.05 -1.48 2.67
H 2.35 0.03 1.95
H 1.82 -0.54 0.17
H -0.15 1.34 1.43
H -1.91 -0.67 -0.35
H -0.55 1.54 -3.70
*
```

## Properties
Energy above the lowest of the compared OMol25 structures with the same formula, charge and spin: 440.83 kJ/mol
E_HOMO (alpha / beta): -5.10 / -9.25 eV

=====

DFT (ωB97M-V/def2-TZVPD) results for a 2-piece molecular cluster, C3H7NOS2 overall.

Structure (ORCA input):
```
! RIJCOSX wB97M-V def2-TZVPD def2/J DEFGRID3
* xyz 0 1
C 1.67 3.03 -1.55
C 0.18 0.81 1.34
C 0.77 -0.48 0.70
N 2.22 1.95 -1.59
O 1.40 4.18 -1.58
S -0.12 -1.27 -0.41
S 1.04 -0.98 -2.47
H 0.12 0.67 2.42
H -0.73 1.07 0.98
H 0.85 1.67 1.24
H 1.74 -0.80 1.23
H 1.97 0.96 -1.60
H 0.50 -2.37 -0.16
H -0.18 -1.04 -3.12
*
```

## Properties
Energy above the lowest of the compared OMol25 structures with the same formula, charge and spin: 352.07 kJ/mol
E_HOMO (alpha / beta): -8.00 / -8.00 eV

=====

DFT (ωB97M-V/def2-TZVPD) results for a 2-piece molecular cluster, C3H7NS overall.

Structure (ORCA input):
```
! RIJCOSX wB97M-V def2-TZVPD def2/J DEFGRID3
* xyz 0 1
C 0.43 -0.15 2.05
C 0.01 1.32 -1.09
C -0.39 -1.46 -0.78
N 0.64 -1.31 1.71
S -1.24 0.04 -0.59
H 0.68 0.54 2.93
H -0.20 0.53 1.41
H -0.44 2.15 -0.60
H 0.24 1.37 -2.26
H 0.83 0.85 -0.52
H 0.42 -1.49 -1.43
H -0.99 -2.39 -0.82
*
```

## Properties
Energy above the lowest of the compared OMol25 structures with the same formula, charge and spin: 432.87 kJ/mol
E_HOMO (alpha / beta): -8.92 / -7.47 eV

=====

DFT (ωB97M-V/def2-TZVPD) results for one molecule with the formula C3H7NS2.

Structure (ORCA input):
```
! RIJCOSX wB97M-V def2-TZVPD def2/J DEFGRID3
* xyz 0 1
C -0.61 0.60 -1.61
S 0.59 -0.67 -1.33
N 0.55 -0.21 0.36
C -0.03 -1.36 1.04
C 0.88 0.94 0.87
S 1.61 2.16 0.14
H -0.95 0.37 -2.65
H -1.57 0.48 -1.07
H -0.22 1.75 -1.64
H -1.05 -1.58 0.88
H 0.48 -2.35 1.00
H -0.08 -1.18 2.04
H 0.40 1.04 1.97
*
```

## Properties
Energy above the lowest of the compared OMol25 structures with the same formula, charge and spin: 222.71 kJ/mol
E_HOMO: -8.35 eV
SMILES: CSN(C)C=S

=====

DFT (ωB97M-V/def2-TZVPD) results for one molecule with the formula C3H7NS2.

Structure (ORCA input):
```
! RIJCOSX wB97M-V def2-TZVPD def2/J DEFGRID3
* xyz 0 1
C -0.66 -0.31 3.13
S 0.69 0.01 1.98
C -0.19 -0.06 0.46
N 0.43 0.12 -0.63
S -0.48 0.03 -2.07
C 0.86 0.34 -3.23
H -0.24 -0.28 4.16
H -1.43 0.46 3.08
H -1.09 -1.30 2.97
H -1.24 -0.23 0.56
H 0.40 0.34 -4.23
H 1.62 -0.43 -3.15
H 1.33 1.33 -3.03
*
```

## Properties
Energy above the lowest of the compared OMol25 structures with the same formula, charge and spin: 93.74 kJ/mol
E_HOMO: -7.97 eV
SMILES: CS/C=N/SC

=====

DFT (ωB97M-V/def2-TZVPD) results for a 3-piece molecular cluster, C3H7O2 overall.

Structure (ORCA input):
```
! RIJCOSX wB97M-V def2-TZVPD def2/J DEFGRID3
* xyz -1 1
C -1.24 -0.32 1.04
O -1.80 -1.03 1.85
H -1.68 -0.20 0.04
H -0.27 0.14 1.25
H 1.70 -2.81 -1.03
C 1.53 1.45 -0.24
C 0.65 0.86 -1.12
O 0.41 -0.34 -1.43
H 1.55 2.52 -0.06
H 2.30 0.90 0.29
H 0.00 1.55 -1.74
H 1.60 -3.08 -0.35
*
```

## Properties
Energy above the lowest of the compared OMol25 structures with the same formula, charge and spin: 307.11 kJ/mol
E_HOMO: -2.65 eV

=====

DFT (ωB97M-V/def2-TZVPD) results for a 3-piece molecular cluster, C3H7O2 overall.

Structure (ORCA input):
```
! RIJCOSX wB97M-V def2-TZVPD def2/J DEFGRID3
* xyz -1 1
C -1.58 -0.05 -0.02
O -2.63 -0.56 -0.34
H -1.11 0.67 -0.72
H -1.14 0.06 0.99
H 0.80 -2.31 -3.44
C 1.33 1.08 1.34
C 1.30 0.58 0.05
O 1.45 -0.59 -0.39
H 1.57 2.14 1.37
H 1.27 0.44 2.21
H 0.96 1.33 -0.70
H 0.91 -2.41 -2.74
*
```

## Properties
Energy above the lowest of the compared OMol25 structures with the same formula, charge and spin: 340.62 kJ/mol
E_HOMO: -2.56 eV

=====

DFT (ωB97M-V/def2-TZVPD) results for a 3-piece molecular cluster, C3H7O2 overall.

Structure (ORCA input):
```
! RIJCOSX wB97M-V def2-TZVPD def2/J DEFGRID3
* xyz -1 1
C 3.27 1.11 0.51
O 4.31 1.65 0.20
H 2.39 1.27 -0.12
H 3.02 0.52 1.47
H -4.80 -2.07 -1.79
C -1.13 0.29 0.19
C -0.09 -0.61 0.26
O 0.99 -0.63 0.93
H -1.70 0.35 -0.72
H -1.35 1.00 0.99
H -0.26 -1.48 -0.41
H -4.67 -1.41 -1.50
*
```

## Properties
Energy above the lowest of the compared OMol25 structures with the same formula, charge and spin: 332.42 kJ/mol
E_HOMO: -2.39 eV

=====

no.,energy (hartree)
1,-646.59696
2,-646.53785
3,-646.66542
4,-646.47364
5,-646.38865
6,-1044.76828
7,-571.27405
8,-969.55249
9,-969.60162
10,-268.92304
11,-268.91028
12,-268.91340